Record 1
The ion C4H10N2 with charge +1 in a non-equilibrium geometry. Source: OMol25; level of theory: the ωB97M-V functional and the def2-TZVPD basis.

Its multiplicity is 2. The value obtained for the energy relative to the best compared isomer or geometry (same formula, charge and spin) is 4.7562 eV. As for the net charge: +1. The lowest unoccupied orbital energy (spin up / spin down) comes out at -5.387 / -8.563 eV. The total energy is -7278.3367 eV.

Atoms and positions in Å:
C: 0.61220 -1.32003 -0.25726
C: 0.94974 -0.04949 0.58695
C: -0.06091 0.92070 0.00337
C: -1.99186 1.30442 1.12242
N: -1.46408 0.66842 0.22462
N: 0.86304 -1.08754 -1.72422
H: 0.94479 -2.36172 0.04816
H: -0.48729 -1.24132 -0.38768
H: 1.98469 0.46964 0.42344
H: 0.89488 -0.10660 1.71760
H: 0.35360 2.00580 0.23500
H: -0.17273 0.96187 -1.07186
H: -2.97939 1.52502 0.94487
H: -1.48652 1.33308 2.10755
H: 0.21140 -1.76463 -2.07299
H: 1.82844 -1.25760 -1.89998

=====

Record 2
A cluster of 5 separate species, C24H62N4O9 in total in a non-equilibrium geometry. Source: OMol25; level of theory: the ωB97M-V functional and the def2-TZVPD basis.

The value obtained for the energy relative to the best compared isomer or geometry (same formula, charge and spin) is 4.5953 eV. The lowest unoccupied orbital energy comes out at 0.649 eV. As for the SMILES: COCCNCCOC.COCCNCCOC.COCCNCCOC.COCCNCCOC.O. The total energy is -50271.6759 eV.

Atoms and positions in Å:
O: 1.25730 -1.18535 -3.68294
H: 2.02915 -0.73181 -4.02176
H: 1.30232 -1.06028 -2.73501
C: -5.50842 -5.87606 -3.15125
O: -6.92011 -5.89542 -3.01982
C: -7.42196 -7.21363 -2.64034
C: -8.75588 -7.21921 -1.90778
N: -9.87320 -7.80155 -2.68618
C: -11.24354 -7.68002 -2.02467
C: -11.66860 -8.89712 -1.18716
O: -12.89396 -8.57836 -0.53103
C: -13.49701 -9.70124 0.18565
H: -5.21919 -4.88136 -3.49039
H: -5.32807 -6.53271 -4.00236
H: -4.97794 -6.22338 -2.26465
H: -6.73273 -7.63865 -1.91066
H: -7.43728 -7.71713 -3.60697
H: -8.98399 -6.24450 -1.47650
H: -8.70010 -7.89222 -1.05217
H: -9.90945 -7.29399 -3.55862
H: -12.07457 -7.71426 -2.72916
H: -11.33590 -6.71022 -1.53576
H: -10.85550 -9.19134 -0.52353
H: -11.93837 -9.68234 -1.89337
H: -14.52763 -9.49574 0.47499
H: -12.93951 -10.19511 0.98150
H: -13.50288 -10.53804 -0.51278
C: -2.88294 4.28078 1.24827
O: -2.62589 4.41969 2.68444
C: -3.56460 5.25856 3.42346
C: -3.06095 5.69679 4.82696
N: -3.93363 6.83160 5.33386
C: -5.27992 6.31934 5.76000
C: -5.95098 7.23300 6.75422
O: -6.40591 8.42094 6.04637
C: -6.59999 9.52955 6.88100
H: -2.97873 5.25137 0.76159
H: -3.77489 3.70327 1.00534
H: -2.11976 3.77023 0.66090
H: -4.53625 4.77880 3.54100
H: -3.78416 6.17272 2.87189
H: -1.98466 5.86909 4.82351
H: -3.10945 4.82448 5.47876
H: -4.10335 7.55002 4.64454
H: -5.16719 5.44741 6.40430
H: -5.85764 6.05544 4.87418
H: -5.23595 7.49839 7.53293
H: -6.78587 6.64160 7.13015
H: -7.39791 9.43594 7.61766
H: -6.83934 10.37002 6.22951
H: -5.67721 9.76910 7.40939
C: 6.12116 -5.85843 3.77066
O: 6.07143 -4.49707 3.80453
C: 5.73327 -3.86759 2.51817
C: 6.00308 -2.31133 2.57550
N: 7.41679 -1.91713 2.33761
C: 8.27394 -2.41517 3.40223
C: 7.98299 -1.88283 4.84495
O: 8.39190 -0.53740 5.00628
C: 8.81011 -0.21935 6.25022
H: 6.68343 -6.21936 4.63187
H: 6.64535 -6.22698 2.88889
H: 5.07918 -6.17538 3.81444
H: 4.68097 -3.93792 2.24280
H: 6.25208 -4.40638 1.72529
H: 5.58196 -1.99004 3.52815
H: 5.52732 -1.67169 1.83213
H: 7.51868 -0.95894 2.03498
H: 9.33177 -2.25333 3.19508
H: 8.18854 -3.50181 3.40809
H: 8.52840 -2.57545 5.48598
H: 6.93981 -1.86728 5.16059
H: 8.23545 -0.74202 7.01489
H: 8.59860 0.84975 6.27017
H: 9.87501 -0.39153 6.40651
C: 6.14715 0.13628 -5.70038
O: 5.65291 1.47764 -5.65378
C: 6.36488 2.45668 -6.41798
C: 5.67680 3.82735 -6.19658
N: 6.27116 4.67900 -5.15337
C: 7.70902 5.03888 -5.49326
C: 7.88211 5.81003 -6.76509
O: 7.10080 7.01064 -6.69816
C: 7.52620 7.69565 -7.84373
H: 5.55649 -0.38372 -4.94618
H: 7.20782 0.09816 -5.45210
H: 6.16360 -0.37978 -6.66033
H: 6.37607 2.27719 -7.49304
H: 7.40822 2.37306 -6.11379
H: 4.68790 3.59710 -5.80015
H: 5.51612 4.45659 -7.07199
H: 5.97655 5.64208 -5.07742
H: 8.30119 4.12987 -5.59888
H: 8.09551 5.53963 -4.60558
H: 7.41984 5.16772 -7.51465
H: 8.96455 5.93371 -6.79842
H: 6.78236 7.41766 -8.59042
H: 8.47503 7.47665 -8.33347
H: 7.58067 8.75950 -7.61272

=====

Record 3
A cluster of 2 separate species, C2H5BrO in total in a non-equilibrium geometry. Source: OMol25; level of theory: the ωB97M-V functional and the def2-TZVPD basis.

The value obtained for the energy relative to the best compared isomer or geometry (same formula, charge and spin) is 4.7130 eV. The lowest unoccupied orbital energy (spin up / spin down) comes out at 0.586 / -0.832 eV. The total energy is -74240.0870 eV.

Atoms and positions in Å:
C: -0.61767 0.79917 0.72154
C: 0.29007 -0.24343 0.03846
O: 0.02960 -1.52581 -0.03490
Br: 2.03835 0.15090 0.03775
H: -1.56178 0.30806 0.72278
H: -0.28022 0.87365 1.77497
H: -0.58132 1.84028 0.26939
H: 0.42471 -0.16243 -2.67706
H: 0.25827 -2.04040 -0.85292

=====

Record 4
The ion C8H12F3N4OS with charge +1 in a non-equilibrium geometry. Source: OMol25; level of theory: the ωB97M-V functional and the def2-TZVPD basis.

The value obtained for the energy relative to the best compared isomer or geometry (same formula, charge and spin) is 6.4723 eV. As for the net charge: +1. The lowest unoccupied orbital energy comes out at -5.478 eV. As for the SMILES: CCCOc1nnn(CCC(F)=C(F)F)[n+]1S. The total energy is -35467.6254 eV.

Atoms and positions in Å:
C: -3.80143 -2.18524 0.16071
C: -2.48755 -1.74441 1.07583
C: -1.16240 -2.46759 0.43466
O: -1.06207 -2.29865 -1.05264
C: -0.92228 -0.82612 -1.20474
N: -1.94930 0.25298 -1.47071
N: -1.12967 1.38036 -1.44657
N: 0.23383 1.10416 -1.19574
C: 1.19945 2.26645 -1.10801
C: 1.38356 2.61536 0.51560
C: 2.60651 1.76781 1.21482
F: 2.24939 0.81807 2.33273
C: 4.03989 1.82221 0.81241
F: 5.01210 0.85037 1.39616
F: 4.49392 2.80281 -0.20223
N: 0.48094 -0.25276 -1.04211
S: 1.98952 -1.07651 -0.72997
H: -4.75262 -1.57437 0.49537
H: -3.64938 -1.96094 -0.98908
H: -4.00462 -3.33387 0.35281
H: -2.66502 -2.10240 2.20085
H: -2.44417 -0.57440 1.11979
H: -0.22009 -1.92579 0.92782
H: -1.05009 -3.60958 0.75724
H: 0.63969 3.22209 -1.55387
H: 2.22381 2.09795 -1.65766
H: 0.37975 2.23233 1.02457
H: 1.53174 3.78612 0.68181
H: 2.83659 -1.08644 -1.84988

=====

Record 5
A cluster of 5 separate species, C39H62BF9N4O12PS5 in total in a non-equilibrium geometry. Source: OMol25; level of theory: the ωB97M-V functional and the def2-TZVPD basis.

The value obtained for the energy relative to the best compared isomer or geometry (same formula, charge and spin) is 0.0000 eV. As for the net charge: -1. The lowest unoccupied orbital energy comes out at 1.310 eV. The total energy is -160575.7288 eV.

Atoms and positions in Å:
C: 2.18813 5.06283 0.38144
B: 0.85504 4.80749 1.29038
O: 0.33675 6.03732 1.77456
P: 0.07577 3.06913 1.73057
C: -1.59612 3.69900 1.05968
C: -2.65664 4.19505 2.08418
S: -2.92187 6.03308 2.04799
C: -4.70154 6.18865 1.80809
N: -5.50001 5.63192 2.70583
N: -6.76385 5.88466 2.25212
C: -6.66761 6.54946 1.12884
O: -5.35619 6.78172 0.79578
C: 0.66330 2.14285 0.14267
C: 0.01431 2.44231 -1.19063
C: -0.42405 1.30719 -1.97318
C: -1.02417 1.41997 -3.24197
C: -1.24517 2.69631 -3.83945
C: -0.79900 3.82967 -3.12550
C: -0.97371 5.24461 -3.70633
C: -0.18466 3.67803 -1.84774
C: -0.64888 1.41776 2.61396
F: -1.13670 1.60112 3.88531
F: 0.45298 0.61784 2.85095
C: -1.67415 0.51312 1.88753
F: -1.19525 -0.79037 1.96068
F: -1.90324 0.65951 0.57189
C: -3.08140 0.31963 2.56378
F: -2.98605 -0.46281 3.65095
F: -3.67563 1.45895 2.94147
C: -4.11888 -0.37614 1.60381
F: -3.68584 -1.49200 1.05104
F: -5.15614 -0.73459 2.39791
F: -4.64230 0.46865 0.72755
O: -0.16355 3.79529 3.30293
C: 0.98900 4.01391 4.07981
C: 2.20627 3.25094 3.40961
C: 2.56847 2.19930 4.56715
C: 3.36007 0.98842 4.05465
N: 2.99490 -0.20136 4.32287
C: 3.53763 4.09169 3.33695
C: 4.60869 3.50027 2.37457
N: 5.90098 3.28072 3.05729
O: 1.75397 2.66436 2.24891
H: 2.85535 4.19512 0.31837
H: 2.77351 5.84517 0.91886
H: 1.95368 5.51449 -0.59939
H: 0.64273 6.75919 1.21726
H: -1.35166 4.58328 0.44434
H: -2.11709 3.03479 0.34907
H: -2.59898 3.80198 3.10425
H: -3.64465 3.83252 1.73175
H: -7.55140 6.84160 0.57238
H: 1.75577 2.22808 0.03401
H: 0.52798 1.06028 0.35253
H: -0.28887 0.29995 -1.55943
H: -1.32871 0.49432 -3.75223
H: -1.74468 2.77969 -4.80638
H: -1.91774 5.70953 -3.39058
H: -0.09298 5.83104 -3.39674
H: -0.90656 5.14677 -4.80384
H: 0.14176 4.59569 -1.35307
H: 1.26850 5.08166 4.21976
H: 0.69216 3.70080 5.09974
H: 1.58992 1.78760 4.88683
H: 2.99069 2.68453 5.45792
H: 4.23776 1.05831 3.39884
H: 2.16179 -0.18084 4.91440
H: 3.28030 5.12783 3.03715
H: 4.01275 4.18970 4.32428
H: 4.80558 4.24897 1.58749
H: 4.20476 2.59290 1.88530
H: 5.96693 2.34425 3.44866
H: 6.64554 3.31831 2.36750
C: -5.02372 -2.50486 -4.74167
C: -4.58978 -2.63722 -6.20412
C: -3.57920 -1.51539 -6.48310
S: -2.78502 -1.15313 -4.91526
O: -3.16059 0.18022 -4.52983
O: -1.41106 -1.59230 -4.95679
C: -3.74079 -2.30558 -3.94102
H: -5.57313 -3.38146 -4.40373
H: -5.67348 -1.63319 -4.62694
H: -4.11413 -3.60697 -6.35635
H: -5.43559 -2.58005 -6.88154
H: -2.82359 -1.82073 -7.20396
H: -4.07276 -0.60687 -6.82532
H: -3.91105 -1.89406 -2.94786
H: -3.17087 -3.23251 -3.87174
C: -8.34411 -7.32937 -6.74208
C: -7.91191 -7.46468 -8.20681
C: -6.90657 -6.34349 -8.49392
S: -6.10918 -5.97322 -6.92955
O: -6.46543 -4.63163 -6.53611
O: -4.73629 -6.40982 -6.97537
C: -7.05882 -7.12559 -5.94720
H: -8.89102 -8.20679 -6.39852
H: -8.99548 -6.45940 -6.62817
H: -7.43356 -8.43537 -8.35669
H: -8.76289 -7.41175 -8.88537
H: -6.15188 -6.64917 -9.21497
H: -7.40329 -5.43783 -8.83871
H: -7.22541 -6.71228 -4.95470
H: -6.48688 -8.05102 -5.87758
C: 2.56404 -3.13133 2.20664
C: 2.20313 -4.47789 1.56661
C: 3.48726 -5.31395 1.50090
S: 4.51721 -4.74671 2.85694
O: 5.69910 -4.12131 2.30582
O: 4.60039 -5.78152 3.86242
C: 3.41411 -3.46726 3.42582
H: 1.67775 -2.56271 2.48364
H: 3.14301 -2.53007 1.50185
H: 1.46268 -4.98874 2.18712
H: 1.76694 -4.35015 0.57599
H: 3.28836 -6.37662 1.62300
H: 4.03044 -5.14285 0.57247
H: 3.98813 -2.61865 3.79464
H: 2.80506 -3.88570 4.22740
C: 8.56132 -3.11124 4.51672
C: 9.03602 -2.90606 3.07570
C: 8.74622 -1.44955 2.69893
S: 8.79663 -0.51514 4.22966
O: 7.47780 0.00124 4.49893
O: 9.96196 0.33695 4.23417
C: 9.09135 -1.91592 5.30304
H: 8.92048 -4.05333 4.93019
H: 7.46946 -3.12412 4.54569
H: 10.11164 -3.09468 3.01641
H: 8.54416 -3.59413 2.38893
H: 9.49151 -1.05186 2.01362
H: 7.75101 -1.33728 2.27069
H: 8.58464 -1.76408 6.25376
H: 10.16778 -1.99277 5.45936

=====

Record 6
An isolated molecule of C2H3BrF2O2 in a non-equilibrium geometry. Source: OMol25; level of theory: the ωB97M-V functional and the def2-TZVPD basis.

The value obtained for the energy relative to the best compared isomer or geometry (same formula, charge and spin) is 0.4107 eV. The lowest unoccupied orbital energy comes out at 0.451 eV. As for the SMILES: O[C@H](F)[C@](O)(F)Br. The total energy is -81694.5612 eV.

Atoms and positions in Å:
C: 0.69881 -0.58187 -0.29212
C: -0.30013 0.51279 0.07648
O: 0.27027 -1.81730 0.20629
O: -0.12639 1.71492 -0.64524
F: 1.98131 -0.24558 0.12644
F: -0.25795 0.80800 1.39245
Br: -2.14459 -0.27007 -0.27955
H: 0.62869 -0.82974 -1.43677
H: -0.04342 -1.61008 1.06647
H: -0.70660 2.31893 -0.21445

=====

Record 7
A structure of composition C32H35F6N2O8P2S2TeV. Source: OMol25; level of theory: the ωB97M-V functional and the def2-TZVPD basis.

Its multiplicity is 4. The value obtained for the energy relative to the best compared isomer or geometry (same formula, charge and spin) is 0.0000 eV. As for the net charge: -1. The lowest unoccupied orbital energy (spin up / spin down) comes out at 2.361 / 2.361 eV. The total energy is -142652.8666 eV.

Atoms and positions in Å:
V: -0.27099 -0.08526 -0.57409
C: -1.16733 4.95207 2.97119
C: -1.69466 3.84877 3.62866
C: -1.23830 2.57411 3.32478
C: -0.24253 2.38694 2.36670
C: 0.27956 3.49988 1.70972
C: -0.18059 4.77293 2.01120
P: 0.22320 0.71284 1.80959
C: 0.25273 -0.26920 3.34547
C: 0.76931 0.20939 4.54917
C: 0.79938 -0.60290 5.67231
C: 0.30855 -1.90163 5.60397
C: -0.20874 -2.38484 4.41175
C: -0.23711 -1.57218 3.28582
C: 1.89713 0.82017 1.13831
C: 3.08221 1.07866 1.82650
C: 4.27336 1.05932 1.12251
C: 4.24998 0.79779 -0.24980
C: 3.05480 0.54497 -0.90684
C: 1.81987 0.52421 -0.23533
H: -1.52793 5.94684 3.20222
H: -2.46635 3.97907 4.37795
H: -1.65627 1.71622 3.84036
H: 1.03911 3.36076 0.94955
H: 0.22834 5.62694 1.48547
H: 1.14126 1.22601 4.60866
H: 1.20670 -0.22310 6.60153
H: 0.33544 -2.53625 6.48160
H: -0.57967 -3.40000 4.34495
H: -0.61653 -1.95482 2.34523
H: 3.07840 1.28072 2.89381
H: 5.21410 1.24810 1.62699
H: 5.18460 0.78927 -0.80318
H: 3.08762 0.33242 -1.97301
O: -0.33676 -0.44433 -2.70086
C: -0.54656 -1.67849 -3.38739
C: -1.98363 -2.16123 -3.30991
C: -2.44563 -2.55147 -1.89289
C: -3.19006 -1.48528 -1.13594
C: -4.58117 -1.53543 -1.06627
C: -5.27542 -0.59190 -0.33368
C: -4.55912 0.39000 0.33062
C: -3.18464 0.38875 0.20364
N: -2.50589 -0.51231 -0.51677
H: -0.89073 0.25771 -3.09628
H: 0.13002 -2.39646 -2.92623
H: -0.25388 -1.54881 -4.43355
H: -2.05195 -3.04342 -3.95214
H: -2.64920 -1.40806 -3.74508
H: -1.58716 -2.86657 -1.29803
H: -3.11582 -3.40898 -1.96949
H: -5.10351 -2.32735 -1.58667
H: -6.35629 -0.62617 -0.27696
H: -5.04391 1.15197 0.92474
H: -2.58547 1.14689 0.69356
F: -2.81815 3.71323 -0.12422
C: -2.91390 3.60195 -1.45195
F: -3.95781 2.82388 -1.73649
F: -3.12503 4.80890 -1.95626
S: -1.32850 2.86597 -2.11507
O: -0.88818 2.01517 -1.02951
O: -0.51999 3.98919 -2.46118
N: -1.75183 1.90004 -3.28808
S: -2.34408 2.36820 -4.68669
O: -2.91069 3.68320 -4.66405
O: -3.06062 1.26965 -5.25853
C: -0.83876 2.49328 -5.74579
F: -1.20935 2.75943 -7.00215
F: -0.02153 3.45368 -5.33125
F: -0.17391 1.33318 -5.73726
C: 3.68874 -2.83991 -3.08769
C: 3.39719 -2.98845 -1.61240
O: 2.03728 -2.61246 -1.39765
P: 1.31484 -2.91872 0.01117
O: 0.06367 -2.08175 -0.02329
Te: 1.04743 -5.24485 0.31837
O: 2.25983 -2.26388 1.11932
C: 3.40312 -2.85936 1.73825
C: 3.20195 -2.87117 3.23595
H: 4.73279 -3.08237 -3.29365
H: 3.49705 -1.81495 -3.40770
H: 3.05313 -3.50960 -3.66846
H: 4.04015 -2.32969 -1.02141
H: 3.54406 -4.02228 -1.28334
H: 4.26310 -2.24607 1.45836
H: 3.54360 -3.87456 1.35985
H: 2.96964 -1.86694 3.59574
H: 4.10729 -3.22578 3.73373
H: 2.37556 -3.53337 3.49514